Record 1
100
Properties=species:S:1:pos:R:3:forces:R:3 method="wB97M-V/def2-TZVPD" s2=2.057 charge=-2 total_energy_ha=-3870.71048 gap_ev="3.13 / 4.22" e_homo_ev="0.91 / -0.18" multiplicity=3
H -1.72115 3.10404 -7.42457 0.095 0.054 0.157
C 1.06607 -2.39740 6.95864 -0.101 -0.018 -0.098
H -3.36771 1.27377 -2.64607 -0.004 -0.101 -0.049
H 0.96371 1.68826 -6.56358 -0.147 0.031 0.180
C -5.74613 1.99669 1.77420 0.213 -0.152 0.012
H -3.13118 -0.06816 1.00172 0.004 0.199 0.281
H -3.03394 -0.46571 -2.78962 0.246 0.162 0.033
H 1.16981 2.14459 -2.84490 -0.073 0.159 -0.057
H 1.71703 -2.12566 0.10310 -0.152 -0.128 -0.163
H -2.67053 -4.78666 1.86501 0.301 0.144 0.069
H -1.80004 -3.20796 0.07187 -0.007 -0.130 0.227
C 1.98381 1.05632 -0.37221 -0.295 0.362 0.659
H -5.32924 -2.28645 7.66614 0.006 0.210 -0.222
H -0.52677 0.33397 5.68865 0.098 -0.417 0.065
C -3.91134 -2.01257 6.08891 0.074 0.034 1.303
H 2.32957 -0.45134 -4.16408 -0.356 -0.108 -0.140
H -0.97544 1.41850 2.92860 0.107 -0.174 0.113
H 1.33367 3.64383 -1.90744 -0.056 -0.060 -0.052
H -5.10866 0.04808 8.51135 0.068 -0.051 -0.184
C 0.23503 1.44892 -5.78560 -0.168 -0.173 0.152
C -2.83850 -1.14913 5.54666 -0.726 0.347 -0.659
C -4.56269 -0.26337 7.62147 -0.096 0.330 0.536
C -0.92380 -4.45157 3.11714 0.372 -0.060 0.352
C -3.94322 0.38391 1.57620 -0.268 0.056 0.358
C -1.25082 -3.41012 0.98771 -0.225 -0.320 0.498
N -0.28206 -1.06994 -3.11720 -0.167 -0.433 -0.748
C 0.38405 -3.05376 -2.41298 -0.243 -0.756 0.316
O -1.78814 -1.09876 3.01231 0.072 0.168 -0.390
H 0.73393 -4.06257 -2.27849 -0.015 -0.095 -0.133
C -1.61166 0.85128 -3.76222 0.230 -0.147 -0.478
H 0.18615 -2.63616 -4.56608 -0.063 -0.029 0.153
H -4.00891 -3.02696 5.69078 -0.022 0.378 0.180
H -2.06423 0.52932 -1.68264 -0.181 -0.072 -0.382
H 3.52058 -0.57563 1.24446 0.013 -0.029 0.108
H -3.78793 1.71539 7.23133 -0.165 -0.206 -0.262
C 0.27884 -3.74092 3.22943 -0.750 0.036 -0.390
H 3.95076 1.53824 -1.09742 0.068 -0.064 -0.075
H 0.17530 -4.36736 7.12840 0.038 0.239 -0.097
N 0.72210 -2.91640 2.28618 0.091 -0.590 0.658
C -3.05920 0.28703 5.81099 0.478 -0.155 0.699
H 0.65327 1.90523 3.45398 0.019 0.044 -0.085
H 2.10099 -1.17284 2.14015 0.292 0.253 -0.004
C -1.71013 -4.27586 1.97792 0.302 0.583 -0.523
H 3.61985 -0.19770 -0.93454 -0.010 0.116 -0.126
C 2.63453 -0.26801 1.80898 -0.107 -0.197 0.090
C 0.08854 1.17485 2.85179 -0.140 -0.273 0.247
H -5.57976 0.02865 4.55755 0.089 0.151 -0.107
H -1.97520 -3.69353 6.12268 0.278 0.261 0.098
C -0.89523 2.25092 -5.62070 -0.012 -0.296 0.181
C -1.18229 -2.95221 6.24294 0.189 -0.068 0.231
C 0.03912 -3.33366 6.80516 -0.105 0.252 -0.157
C -4.22855 -0.09354 2.87410 -0.436 1.039 0.240
C -5.32206 0.43575 3.57999 0.116 0.241 -0.508
H -2.03513 2.27118 1.05659 0.097 0.190 -0.111
C 3.17632 0.76604 -1.21181 0.146 -0.056 -0.138
H -6.32313 2.82210 1.35369 0.137 -0.165 0.113
C 0.53410 1.18226 1.43614 0.283 0.301 -0.419
Ni 0.24281 -0.04244 -0.26839 -0.940 -0.517 -0.308
C -0.36889 -0.70498 5.98563 0.288 -0.014 0.129
H 2.90354 0.72610 -2.27423 0.116 -0.031 0.089
H -1.04921 3.74385 0.94972 -0.092 -0.013 -0.056
C -6.05251 1.49884 3.04585 0.001 -0.176 -0.154
H -0.18912 3.82172 -6.90367 -0.186 0.000 0.058
C 0.12022 -2.35695 -3.52645 0.271 0.279 -0.822
C -0.48780 0.03818 -3.98266 0.273 -0.009 0.273
H -1.22912 -5.10892 3.92676 -0.028 0.055 -0.093
C -2.56929 0.52288 -2.66482 -0.550 0.438 0.385
P -3.16479 -1.41485 3.54814 1.085 -1.662 -0.569
H -1.69864 4.19999 -6.03336 0.124 -0.081 -0.124
C -1.41817 -1.62304 5.87989 -0.503 0.114 -0.188
H 2.96376 0.27466 2.70577 0.060 -0.037 -0.091
C -0.01072 -2.76312 1.17174 0.388 -0.447 -0.554
C -3.79422 0.67116 6.90491 -0.087 0.271 -0.248
C 0.77148 2.70018 -1.98790 -0.057 -0.061 -0.253
H 0.89961 -3.84417 4.12263 -0.141 0.057 -0.170
H -2.51172 1.01679 5.20990 -0.105 -0.189 0.220
H -1.68286 2.99074 -0.52719 -0.049 0.012 0.093
C 0.63924 -1.96593 0.15529 -1.247 -1.612 -2.126
H 1.58792 -1.46058 -5.43327 0.142 0.243 0.143
C -1.80536 1.94902 -4.60403 0.330 -0.210 -0.055
H -0.27216 2.95030 -2.20600 0.143 0.012 -0.082
C 0.86860 -1.08715 6.51365 -0.355 -0.126 -0.128
C 1.74621 -0.43028 -5.09660 0.568 0.015 -0.399
C -4.65906 -1.58556 7.16029 0.049 -0.574 -0.438
C -0.32988 -1.02997 -1.75208 -0.121 0.045 0.081
C 1.74476 0.58367 0.96826 0.420 1.727 -0.027
H 2.36605 0.06760 -5.85050 0.016 -0.089 0.065
H 1.66515 -0.34484 6.58673 -0.164 -0.225 0.005
C 0.87160 1.89101 -0.74493 0.268 0.163 0.763
C -1.26619 2.78052 0.46402 -0.165 0.005 0.110
C -0.04457 1.93339 0.36101 0.922 0.342 0.192
H -4.47259 1.79449 0.03198 -0.039 -0.070 0.274
H -6.86543 1.93594 3.62754 0.124 -0.054 -0.155
C 0.47214 0.34028 -4.96886 -0.805 0.314 0.339
H 2.01281 -2.68882 7.41594 -0.197 0.058 -0.142
C -4.69842 1.42671 1.03567 -0.325 -0.151 0.191
C -1.13808 3.40737 -6.54244 -0.072 0.270 -0.220
H -2.68952 2.57441 -4.46455 0.217 -0.101 0.009
H 0.24457 0.18367 3.28954 -0.232 0.178 0.016
N 0.00064 -2.28749 -1.34998 1.227 1.033 2.417


Record 2
106
Properties=species:S:1:pos:R:3:forces:R:3 method="wB97M-V/def2-TZVPD" charge=+1 total_energy_ha=-3877.86799 gap_ev=7.03 e_homo_ev=-9.73
H 1.91191 3.24188 -5.76973 0.123 0.103 -0.115
H -0.65409 4.59931 6.00055 -0.011 -0.018 0.084
C -0.40353 3.89349 2.22197 -0.037 -0.154 -0.173
O -1.97171 -1.12368 0.46477 0.510 -0.332 -0.696
P -2.80946 -0.32614 1.39314 -0.693 0.639 0.779
H -1.96103 -3.66551 -2.72868 -0.034 -0.025 0.026
H 5.10354 3.09451 -0.51383 0.029 -0.147 0.058
H -0.70407 2.26638 5.17969 0.018 -0.054 0.154
C -5.02064 -0.98022 3.02754 0.074 0.055 -0.014
C -5.94563 -2.87894 1.22784 -0.079 -0.020 0.039
C -1.49156 -4.40221 0.05089 0.066 0.026 -0.189
H 5.27556 0.13865 -0.43052 -0.097 0.046 0.023
H -4.69258 4.41386 -1.03402 -0.053 0.106 -0.038
C -0.50634 -3.46931 -0.23548 -0.116 -0.295 0.496
C 1.52909 -2.32853 -3.01059 0.047 -0.062 0.130
C -0.52682 2.83961 3.12017 -0.013 -0.420 -0.099
H 3.09381 -0.60985 -4.67739 -0.072 -0.054 0.017
C 0.63988 -3.39976 -2.35006 0.516 0.152 -0.327
C -3.91810 1.16079 -0.61427 0.040 -0.084 0.072
H 0.18685 -4.02819 -3.12528 -0.031 -0.080 0.118
C 3.28508 -0.97428 4.06242 0.007 0.002 -0.142
H -2.52357 0.61788 3.65906 -0.038 0.072 0.031
C -3.40051 1.22566 0.67425 0.052 -0.466 0.216
H 3.79389 1.12333 -0.42148 0.064 0.010 0.030
H -2.46772 -2.44337 -1.52773 -0.034 0.012 0.009
H -0.09612 3.08336 -4.38636 -0.102 0.187 0.064
H -4.67101 -0.23850 3.73078 -0.014 0.088 0.098
H -0.59709 -0.69099 -5.00262 -0.064 -0.056 -0.071
H 4.15833 -1.52642 4.37481 0.081 -0.004 0.094
C 4.74600 0.96092 -0.92538 0.057 0.023 0.023
H -6.76489 -1.44877 4.17271 -0.032 0.059 0.070
C -6.20314 -1.65435 3.27397 -0.122 -0.004 0.121
H 7.50553 1.34186 -2.49282 -0.047 0.035 -0.060
H -0.41827 6.46297 4.40741 -0.027 0.067 0.060
H -2.99767 2.47991 2.36996 -0.031 0.099 0.012
N 4.47171 0.58554 -2.29483 0.122 0.074 0.070
H 0.97814 -3.38902 2.80918 0.063 -0.003 0.095
C 0.20452 -1.40503 -4.81742 -0.106 0.135 0.091
C 0.62386 2.28440 -4.33283 -0.438 -0.537 0.468
H -4.80545 2.25741 -2.21843 0.004 0.001 -0.102
C -1.58043 -4.99404 1.29586 -0.046 -0.066 0.071
C 2.73557 0.29185 -4.17400 -0.141 0.061 -0.266
S -1.06434 1.08405 -2.56858 0.153 -0.519 0.944
H 3.69690 1.58916 -5.67417 0.123 0.127 -0.175
N 0.74419 -1.19459 -3.48057 0.295 -0.018 -0.072
H 6.55926 2.07067 -0.40142 -0.131 0.037 -0.018
C -3.83250 3.57980 0.73774 -0.034 0.108 0.014
H 2.23395 -1.97520 -2.25543 -0.049 -0.097 -0.142
C 0.37128 1.21876 -3.55517 -0.008 0.305 -0.331
H -1.54433 -0.82844 3.34476 0.035 0.046 -0.050
H -6.30513 -3.61644 0.52716 -0.024 -0.072 -0.080
C 3.33370 -0.20079 2.91415 0.068 0.147 0.114
N -0.42371 -2.83935 -1.51101 -0.102 0.253 0.204
C 5.64311 0.38232 -3.11771 0.167 0.026 -0.073
C 1.37749 0.10897 -3.40561 0.605 0.080 -0.328
H -4.17522 -2.44049 0.10428 0.067 -0.053 -0.098
H -7.61164 -3.09923 2.55287 -0.059 -0.053 0.053
H -0.27075 6.01297 1.98736 0.000 0.052 -0.040
C -6.67621 -2.59263 2.37015 0.084 0.003 -0.051
S 1.65677 -1.92963 0.53295 -0.538 0.629 -0.686
C 0.28588 -3.69928 2.04039 -0.070 0.004 -0.113
C -3.37524 2.43108 1.35774 -0.039 -0.072 0.068
C -4.33722 3.51723 -0.55112 0.003 0.029 0.036
H -2.34992 -5.72886 1.47682 -0.048 -0.085 0.053
H 2.20776 1.05083 1.57636 0.072 -0.009 -0.050
C 2.11003 -1.05922 4.79243 0.083 -0.083 0.176
C 1.83052 2.39078 -5.11248 0.514 -0.206 -0.287
C -0.58860 4.39484 4.94240 -0.001 0.028 0.140
C 5.62378 2.24322 -0.95478 0.071 0.102 0.224
H -2.17706 -4.69065 -0.72913 -0.171 -0.060 -0.051
H 4.24770 -0.12920 2.34311 0.079 -0.014 -0.031
C -0.61758 3.08912 4.48414 -0.039 -0.043 -0.083
H -0.33798 3.67617 1.16532 0.009 0.006 -0.079
C 0.97383 -0.39570 4.36710 -0.112 0.049 -0.155
H 1.28311 -4.02945 -1.72891 -0.088 0.024 -0.161
C -1.89158 0.11982 2.92621 0.196 0.298 -0.540
C -0.68216 -4.65062 2.29326 -0.105 -0.069 0.059
C -0.45956 5.44624 4.04651 0.002 -0.023 -0.065
H -0.73624 -5.12360 3.26224 -0.031 -0.014 0.097
C 2.81518 1.48996 -5.06229 0.069 0.075 -0.002
H 2.09292 -2.80478 -3.82636 0.036 0.040 0.064
H -3.79841 4.52296 1.26211 0.005 0.085 0.046
H -1.60684 -1.94645 -2.97931 0.039 0.028 -0.054
C 0.38748 -3.10866 0.78481 0.110 -0.163 -0.187
P -0.42899 1.16127 2.43538 0.207 -0.354 1.358
H 0.06341 -0.46454 4.94432 -0.107 -0.084 0.078
O 5.91839 2.63590 -2.27358 -0.093 0.165 -0.060
C -4.75608 -2.21669 0.98623 0.135 -0.005 -0.109
H 2.08435 -1.64693 5.69757 -0.032 -0.056 0.078
H 6.80087 2.03820 -3.97029 0.019 -0.082 0.070
C -4.39300 2.30661 -1.22226 -0.028 -0.029 -0.093
H -0.18416 -2.41620 -4.90034 -0.099 -0.041 -0.029
H 0.97739 -1.26518 -5.58359 0.013 -0.063 -0.060
Tl 0.14582 -0.39891 -0.85098 -0.451 -0.065 0.384
O -0.28073 1.24681 0.96025 0.189 0.007 -0.991
C 3.25165 0.44169 -2.76749 -0.738 -0.478 -0.065
C 2.20043 0.46289 2.48541 -0.045 0.169 0.043
C -1.68963 -2.72925 -2.22933 -0.186 -0.028 -0.075
H 6.15471 -0.52296 -2.76726 -0.012 0.070 -0.120
C -4.29238 -1.25648 1.87723 0.380 0.225 -0.063
H -3.93695 0.20938 -1.12864 -0.026 -0.036 -0.130
H 5.33310 0.22155 -4.14854 -0.003 0.002 0.033
C 6.56621 1.61865 -2.99184 0.164 -0.065 -0.040
C 1.00954 0.34511 3.19243 -0.293 0.359 -0.180
N 2.10414 0.31133 -2.14230 0.351 0.204 0.294
C -0.37255 5.19556 2.68603 0.025 0.089 0.055